(1)
Entry from the OMol25 dataset: the molecule C20H26ClN3O2 at a distorted geometry (the ωB97M-V functional and the def2-TZVPD basis).

Computed properties:
* E: -1552.66039 a.u.
* SMILES string: CC(C)N(Cc1nc(-c2ccc(Cl)cc2)no1)C(=O)CCC1CCCC1
* orbital gap: 0.3461 Ha
* energy above the lowest of the compared OMol25 structures with the same formula, charge and spin: 2.2 kcal/mol

Element x y z (Å)
C 0.811 -1.439 1.821
C -0.291 -2.162 1.038
C -0.195 -3.674 1.250
N -0.277 -1.814 -0.377
C 0.675 -2.471 -1.253
C 2.082 -2.114 -0.941
N 2.619 -0.937 -0.880
C 3.925 -1.201 -0.564
C 4.918 -0.163 -0.387
C 6.230 -0.489 -0.047
C 7.170 0.509 0.118
C 6.796 1.834 -0.057
Cl 7.971 3.082 0.150
C 5.493 2.172 -0.396
C 4.556 1.171 -0.561
N 4.160 -2.484 -0.442
O 2.967 -3.090 -0.684
C -1.034 -0.826 -0.941
O -0.971 -0.597 -2.133
C -1.970 -0.056 -0.028
C -2.645 1.084 -0.788
C -3.581 1.901 0.101
C -4.776 1.082 0.623
C -5.946 2.062 0.633
C -5.719 2.861 -0.646
C -4.206 3.094 -0.659
H 0.874 -0.396 1.520
H 1.780 -1.902 1.655
H 0.597 -1.485 2.886
H -1.259 -1.841 1.430
H -0.387 -3.896 2.297
H -0.937 -4.194 0.648
H 0.794 -4.051 1.004
H 0.438 -2.106 -2.261
H 0.568 -3.557 -1.221
H 6.495 -1.526 0.082
H 8.188 0.267 0.381
H 5.222 3.207 -0.530
H 3.537 1.406 -0.828
H -2.730 -0.738 0.359
H -1.407 0.349 0.816
H -3.202 0.671 -1.630
H -1.870 1.734 -1.198
H -3.004 2.278 0.951
H -4.587 0.653 1.606
H -4.995 0.269 -0.072
H -6.912 1.560 0.653
H -5.878 2.719 1.501
H -6.282 3.793 -0.667
H -6.015 2.262 -1.508
H -3.969 4.029 -0.151
H -3.821 3.161 -1.676

Results of the natural (NBO) charge analysis, in e, for atoms 1 through 6: atom 1 (C): -0.62, atom 2 (C): -0.03, atom 3 (C): -0.62, atom 4 (N): -0.44, atom 5 (C): -0.30, atom 6 (C): 0.52

=====

(2)
Entry from the OMol25 dataset: a cluster of 12 separate species, C30H45Br6F3N6O12 in total at a distorted geometry (the ωB97M-V functional and the def2-TZVPD basis).

Computed properties:
* E: -18144.64814 a.u.
* SMILES string: C[N+](=O)[O-].C[N+](=O)[O-].C[N+](=O)[O-].C[N+](=O)[O-].C[N+](=O)[O-].C[N+](=O)[O-].Fc1ccccc1.Fc1ccccc1.Fc1ccccc1.BrCCBr.BrCCBr.BrCCBr
* orbital gap: 0.3304 Ha
* energy above the lowest of the compared OMol25 structures with the same formula, charge and spin: 27.6 kcal/mol

Element x y z (Å)
C -19.149 5.383 19.319
N -19.913 5.309 18.060
O -19.353 4.994 17.039
O -21.085 5.647 18.144
H -19.714 4.759 20.016
H -19.255 6.375 19.736
H -18.167 4.964 19.172
C -21.438 3.933 21.580
N -21.522 5.323 22.135
O -21.411 6.267 21.344
O -21.702 5.445 23.316
H -22.484 3.675 21.410
H -20.940 3.262 22.262
H -20.922 3.960 20.630
C -23.078 8.829 21.205
N -24.504 9.147 21.133
O -24.838 10.265 21.400
O -25.263 8.229 20.844
H -22.497 9.701 20.938
H -22.946 8.005 20.519
H -22.784 8.488 22.192
C -28.503 5.234 14.604
N -28.842 4.277 13.540
O -28.066 4.201 12.622
O -29.885 3.641 13.666
H -29.361 5.902 14.686
H -27.673 5.822 14.242
H -28.356 4.717 15.542
C -28.334 5.605 21.929
N -29.467 4.730 22.385
O -29.189 3.746 23.001
O -30.611 5.121 22.177
H -28.568 5.980 20.940
H -27.424 5.030 21.934
H -28.293 6.437 22.626
C -31.126 2.656 16.664
N -29.970 1.869 17.104
O -29.969 1.459 18.222
O -29.049 1.779 16.337
H -31.865 2.633 17.458
H -31.529 2.318 15.721
H -30.794 3.687 16.570
F -24.901 5.001 21.400
C -25.126 4.528 20.187
C -26.104 3.606 19.999
C -26.462 3.289 18.695
C -25.776 3.802 17.608
C -24.687 4.594 17.830
C -24.388 5.005 19.123
H -26.698 3.168 20.795
H -27.320 2.641 18.566
H -26.218 3.598 16.636
H -24.084 4.942 17.006
H -23.554 5.679 19.283
F -21.547 5.539 12.274
C -22.862 5.728 12.308
C -23.554 5.963 11.134
C -24.906 6.204 11.157
C -25.606 6.128 12.355
C -24.896 5.842 13.542
C -23.527 5.682 13.512
H -23.032 5.946 10.183
H -25.372 6.281 10.182
H -26.686 6.221 12.384
H -25.382 5.822 14.513
H -22.985 5.404 14.405
F -27.541 -0.035 25.872
C -26.766 0.648 25.024
C -25.766 -0.007 24.336
C -25.013 0.740 23.447
C -25.272 2.066 23.191
C -26.275 2.687 23.903
C -26.989 1.994 24.858
H -25.550 -1.050 24.525
H -24.228 0.240 22.883
H -24.739 2.559 22.392
H -26.435 3.742 23.723
H -27.760 2.504 25.423
Br -23.538 1.748 10.752
C -25.001 2.264 11.928
C -24.800 1.612 13.228
Br -26.234 2.002 14.445
H -25.891 1.860 11.457
H -25.072 3.346 11.911
H -23.866 1.868 13.727
H -24.676 0.539 13.081
Br -26.934 -0.231 18.706
C -27.469 -1.093 17.072
C -28.696 -1.915 17.375
Br -29.248 -2.924 15.841
H -26.689 -1.777 16.756
H -27.668 -0.345 16.317
H -29.527 -1.324 17.744
H -28.450 -2.634 18.152
Br -20.568 1.061 18.136
C -22.172 1.741 17.269
C -23.364 0.985 17.686
Br -23.459 1.167 19.594
H -22.028 1.758 16.192
H -22.233 2.778 17.590
H -23.228 -0.065 17.441
H -24.298 1.326 17.250

Results of the Löwdin charge analysis, in e, for atoms 1 through 6: atom 1 (C): 0.05, atom 2 (N): -0.44, atom 3 (O): 0.09, atom 4 (O): 0.04, atom 5 (H): 0.05, atom 6 (H): 0.10

=====

(3)
Entry from the OMol25 dataset: a cluster of 2 separate species, C3H6N2O in total at a distorted geometry (the ωB97M-V functional and the def2-TZVPD basis).

Computed properties:
* E: -302.62531 a.u.
* SMILES string: c1c[nH]cn1.O
* orbital gap: 0.3555 Ha
* energy above the lowest of the compared OMol25 structures with the same formula, charge and spin: 42.5 kcal/mol

Element x y z (Å)
C -1.689 -0.256 2.125
C -2.605 0.725 1.755
N -2.375 0.895 0.382
C -1.729 -0.240 0.004
N -1.142 -0.831 1.005
H -1.192 -0.388 3.075
H -2.763 1.571 2.404
H -2.636 1.677 -0.197
H -1.769 -0.503 -1.051
O 5.620 -0.798 -3.007
H 5.784 -1.331 -3.782
H 6.496 -0.520 -2.712

Results of the natural (NBO) charge analysis, in e, for atoms 1 through 6: atom 1 (C): -0.08, atom 2 (C): -0.14, atom 3 (N): -0.53, atom 4 (C): 0.19, atom 5 (N): -0.46, atom 6 (H): 0.21

=====

(4)
Entry from the OMol25 dataset: a cluster of 4 separate species, H8O4 in total at a distorted geometry (the ωB97M-V functional and the def2-TZVPD basis).

Computed properties:
* E: -305.72060 a.u.
* SMILES string: O.O.O.O
* orbital gap: 0.4181 Ha
* energy above the lowest of the compared OMol25 structures with the same formula, charge and spin: 36.8 kcal/mol

Element x y z (Å)
O 0.084 1.860 -1.172
H 0.857 1.306 -1.326
H 0.071 1.924 -0.255
O 2.580 -0.682 -0.470
H 1.665 -0.732 -0.732
H 2.600 -0.173 0.412
O -3.375 1.462 -1.149
H -3.904 0.850 -0.608
H -2.648 1.751 -0.690
O 0.686 -2.859 1.863
H 1.226 -2.201 1.468
H 0.157 -2.505 2.659

Results of the natural (NBO) charge analysis, in e, for atoms 1 through 6: atom 1 (O): -0.92, atom 2 (H): 0.47, atom 3 (H): 0.46, atom 4 (O): -0.94, atom 5 (H): 0.47, atom 6 (H): 0.47

=====

(5)
Entry from the OMol25 dataset: the ion C7H13N2 with charge +1 at a distorted geometry (the ωB97M-V functional and the def2-TZVPD basis).

Computed properties:
* total charge: +1
* E: -383.70515 a.u.
* SMILES string: C[C@H]1C=CC=C(N)[N@@H+]1C
* orbital gap: 0.3438 Ha
* energy above the lowest of the compared OMol25 structures with the same formula, charge and spin: 70.3 kcal/mol

Element x y z (Å)
C -0.999 1.815 -0.068
C -1.229 0.265 -0.081
C -0.948 -0.093 -1.550
C 0.299 -0.227 -1.893
C 1.332 0.156 -0.920
C 0.974 0.142 0.366
N 1.917 0.075 1.353
N -0.287 -0.344 0.812
C -0.434 -1.823 0.810
H -0.725 2.069 0.930
H -1.860 2.210 -0.560
H -0.116 2.183 -0.745
H -2.291 0.157 0.103
H -1.782 -0.553 -2.067
H 0.689 -0.607 -2.837
H 2.360 0.473 -1.112
H 2.050 0.633 2.130
H 2.863 -0.153 1.044
H -0.478 -0.095 1.768
H -0.588 -2.096 -0.164
H 0.552 -2.098 1.303
H -1.297 -2.092 1.378

Results of the natural (NBO) charge analysis, in e, for atoms 1 through 6: atom 1 (C): -0.61, atom 2 (C): -0.12, atom 3 (C): -0.20, atom 4 (C): -0.21, atom 5 (C): -0.24, atom 6 (C): 0.32

=====

(6)
Entry from the OMol25 dataset: a cluster of 2 separate species, C3H8NO3 in total at a distorted geometry (the ωB97M-V functional and the def2-TZVPD basis).

Computed properties:
* total charge: -1
* E: -399.61344 a.u.
* orbital gap: 0.2802 Ha
* energy above the lowest of the compared OMol25 structures with the same formula, charge and spin: 40.4 kcal/mol

Element x y z (Å)
O 1.905 -1.262 -0.107
C 0.682 -1.355 -0.067
N -0.128 -0.300 -0.285
C 0.501 1.082 -0.695
O -0.559 1.853 -0.879
C -0.095 -2.607 0.303
H -1.066 -0.147 0.027
H 1.126 0.868 -1.580
H 1.295 1.244 0.079
H -0.230 -3.178 -0.682
H 0.473 -3.017 1.143
H -1.047 -2.377 0.749
H -2.054 1.372 1.394
H -1.258 2.274 0.393
O -1.687 2.258 1.360

Results of the natural (NBO) charge analysis, in e, for atoms 1 through 6: atom 1 (O): -0.68, atom 2 (C): 0.66, atom 3 (N): -0.65, atom 4 (C): 0.15, atom 5 (O): -0.91, atom 6 (C): -0.71

=====

(7)
Entry from the OMol25 dataset: the molecule CH6OSi at a distorted geometry (the ωB97M-V functional and the def2-TZVPD basis).

Computed properties:
* E: -406.38573 a.u.
* SMILES string: CO[SiH3]
* orbital gap: 0.3932 Ha
* energy above the lowest of the compared OMol25 structures with the same formula, charge and spin: 38.7 kcal/mol

Element x y z (Å)
C -1.285 -0.192 0.433
O -0.154 -0.739 -0.046
Si 1.323 0.077 -0.363
H -1.991 -0.774 1.019
H -1.841 -0.047 -0.526
H -0.896 0.792 0.794
H 1.005 1.401 -0.228
H 1.502 -0.123 -1.720
H 2.336 -0.396 0.636

Results of the natural (NBO) charge analysis, in e, for atoms 1 through 6: atom 1 (C): -0.23, atom 2 (O): -0.89, atom 3 (Si): 1.24, atom 4 (H): 0.18, atom 5 (H): 0.16, atom 6 (H): 0.16

=====

(8)
Entry from the OMol25 dataset: the molecule C6H7N at a distorted geometry (the ωB97M-V functional and the def2-TZVPD basis).

Computed properties:
* E: -287.40249 a.u.
* SMILES string: C=C=C/C=C1/CN1
* orbital gap: 0.3324 Ha
* energy above the lowest of the compared OMol25 structures with the same formula, charge and spin: 115.9 kcal/mol

Element x y z (Å)
C -2.228 -0.834 -1.370
C -1.221 -0.001 -1.332
C -0.159 0.783 -1.439
C 0.788 1.158 -0.369
C 0.910 0.388 0.724
C 1.579 -0.213 1.820
N 0.306 -0.790 1.153
H -3.179 -0.584 -0.877
H -1.975 -1.902 -1.707
H -0.233 1.583 -2.282
H 1.647 1.894 -0.713
H 2.578 -0.704 1.785
H 1.649 0.189 2.805
H -0.462 -0.967 1.802

Results of the natural (NBO) charge analysis, in e, for atoms 1 through 6: atom 1 (C): -0.51, atom 2 (C): 0.11, atom 3 (C): -0.33, atom 4 (C): -0.28, atom 5 (C): 0.16, atom 6 (C): -0.28

=====

(9)
Entry from the OMol25 dataset: a cluster of 2 separate species, C4H10O2 in total at a distorted geometry (the ωB97M-V functional and the def2-TZVPD basis).

Computed properties:
* E: -308.83548 a.u.
* SMILES string: C/C=C/CO.O
* orbital gap: 0.3746 Ha
* energy above the lowest of the compared OMol25 structures with the same formula, charge and spin: 39.3 kcal/mol

Element x y z (Å)
C 1.210 1.048 -2.101
C 0.103 0.380 -1.317
C 0.217 -0.862 -0.888
C -0.817 -1.529 -0.008
O -1.289 -0.574 0.977
H 2.172 0.792 -1.666
H 1.208 0.783 -3.154
H 1.144 2.134 -2.037
H -0.701 1.044 -1.071
H 1.172 -1.351 -0.974
H -0.305 -2.320 0.521
H -1.685 -1.785 -0.619
H -1.309 -1.005 1.839
O -0.196 1.317 3.769
H -0.760 0.552 3.923
H -0.164 1.375 2.807

Results of the natural (NBO) charge analysis, in e, for atoms 1 through 6: atom 1 (C): -0.65, atom 2 (C): -0.15, atom 3 (C): -0.23, atom 4 (C): -0.10, atom 5 (O): -0.74, atom 6 (H): 0.21

=====

(10)
Entry from the OMol25 dataset: the ion C3H6NO2 with charge -1 at a distorted geometry (the ωB97M-V functional and the def2-TZVPD basis).

Computed properties:
* total charge: -1
* E: -323.15735 a.u.
* SMILES string: CC(=O)NC[O-]
* orbital gap: 0.2939 Ha
* energy above the lowest of the compared OMol25 structures with the same formula, charge and spin: 38.2 kcal/mol

Element x y z (Å)
C 1.060 1.893 0.630
C 0.782 0.723 -0.283
O 1.316 0.697 -1.400
N -0.002 -0.266 0.193
C -1.264 -1.541 -0.172
O -1.954 -1.713 0.880
H 0.442 2.742 0.344
H 2.116 2.135 0.517
H 0.879 1.599 1.659
H -0.379 0.038 1.087
H -1.663 -1.057 -1.079
H -0.554 -2.358 -0.377

Results of the natural (NBO) charge analysis, in e, for atoms 1 through 6: atom 1 (C): -0.70, atom 2 (C): 0.63, atom 3 (O): -0.73, atom 4 (N): -0.75, atom 5 (C): 0.23, atom 6 (O): -0.81

=====

(11)
Entry from the OMol25 dataset: a structure of composition C15H47Fe2O20P at a distorted geometry (the ωB97M-V functional and the def2-TZVPD basis).

Computed properties:
* E: -4973.32384 a.u.
* orbital gap (spin up / spin down): 0.2937 / 0.2705 Ha
* spin multiplicity: 9

Element x y z (Å)
Fe -1.597 -2.579 -0.462
Fe 0.999 1.576 1.225
O 2.204 0.456 2.323
H 1.910 -0.455 2.153
P -0.349 -0.420 0.096
O 0.842 0.372 -0.425
O -0.693 0.479 1.310
O -0.026 -1.905 0.502
O -1.503 -0.648 -0.882
C -2.616 1.374 -3.087
C -3.866 0.593 -2.823
O -3.585 -0.724 -2.405
O -1.857 1.702 -1.943
H -3.095 2.283 -3.461
H -2.073 1.012 -3.962
H -4.416 0.537 -3.763
H -4.431 1.134 -2.061
H -2.745 -0.682 -1.932
H -1.713 0.843 -1.518
C -0.134 -4.330 -2.509
C -0.756 -5.146 -1.359
O -0.695 -4.547 -0.027
O -0.659 -2.970 -2.445
H -0.258 -4.742 -3.509
H 0.931 -4.304 -2.272
H -0.284 -6.127 -1.267
H -1.721 -5.606 -1.580
H 0.229 -4.539 0.250
H 0.069 -2.400 -2.733
C 2.048 -0.397 -3.463
C 0.998 0.729 -3.672
O 0.991 1.648 -2.599
O 1.573 -1.403 -2.579
H 2.991 -0.034 -3.051
H 2.365 -0.876 -4.390
H -0.019 0.338 -3.746
H 1.209 1.217 -4.625
H 0.968 1.209 -1.731
H 1.389 -1.012 -1.719
C 2.369 -4.248 1.371
C 2.218 -3.270 2.569
O 0.928 -2.729 2.777
O 2.093 -3.653 0.094
H 1.606 -4.995 1.609
H 3.366 -4.685 1.379
H 2.910 -2.452 2.358
H 2.458 -3.780 3.502
H 0.651 -2.288 1.959
H 1.451 -2.951 0.247
C 4.095 1.183 -0.531
C 3.770 2.606 -0.299
O 2.623 2.796 0.538
O 4.419 0.461 0.704
H 4.706 0.976 -1.409
H 3.132 0.755 -0.820
H 3.554 3.166 -1.211
H 4.605 3.148 0.148
H 2.714 3.624 1.016
H 3.575 0.312 1.154
C -1.440 0.012 4.705
C -2.292 -1.195 4.530
O -3.078 -1.332 3.388
O -0.298 -0.038 3.825
H -1.031 -0.065 5.712
H -2.085 0.846 4.422
H -2.978 -1.411 5.353
H -1.625 -2.060 4.495
H -3.174 -0.490 2.925
H -0.581 -0.114 2.910
C -0.184 5.503 -0.728
C -0.929 4.362 0.053
O -0.262 3.095 -0.058
O 1.073 5.854 -0.155
H -0.831 6.370 -0.568
H -0.074 5.481 -1.812
H -1.940 4.331 -0.354
H -0.986 4.707 1.086
H -0.466 2.711 -0.921
H 1.069 5.343 0.658
C -3.096 2.357 2.454
O -3.054 1.055 1.920
H -3.846 2.496 3.232
H -2.119 2.788 2.677
H -3.478 2.959 1.626
H -2.166 0.804 1.612

Results of the Löwdin charge analysis, in e, for atoms 1 through 6: atom 1 (Fe): 1.07, atom 2 (Fe): 0.86, atom 3 (O): -0.33, atom 4 (H): -0.04, atom 5 (P): 0.22, atom 6 (O): -0.33

=====

(12)
Entry from the OMol25 dataset: the molecule C6H4F3NO at a distorted geometry (the ωB97M-V functional and the def2-TZVPD basis).

Computed properties:
* E: -660.50746 a.u.
* orbital gap: 0.2811 Ha
* energy above the lowest of the compared OMol25 structures with the same formula, charge and spin: 42.5 kcal/mol

Element x y z (Å)
C -0.418 1.453 -1.309
C 1.123 -0.205 1.437
C -0.125 0.134 1.858
C 1.298 0.079 -0.054
C -0.082 0.202 -0.632
C -1.001 -0.948 -1.057
N -0.741 2.413 -1.870
O -1.095 0.476 1.027
F -0.789 -1.368 -2.344
F -0.872 -1.999 -0.232
F -2.302 -0.557 -1.057
H 2.102 -0.256 2.021
H -0.614 0.035 2.976
H 1.685 1.110 -0.215
H 1.830 -0.570 -0.550

Results of the natural (NBO) charge analysis, in e, for atoms 1 through 6: atom 1 (C): 0.22, atom 2 (C): -0.37, atom 3 (C): 0.18, atom 4 (C): -0.45, atom 5 (C): 0.15, atom 6 (C): 0.95

=====

- What is the formula in the first record?
  C20H26ClN3O2